No. 1
The molecule C19H23N3O2S at a distorted geometry, computed with wB97M-V/def2-TZVPD.

The geometry in ORCA input format:
```
! wB97M-V def2-TZVPD RIJCOSX def2/J DEFGRID3
* xyz 0 1
O 5.666 0.630 -3.372
O 2.282 0.221 -4.324
S 2.369 1.228 -1.379
C 4.473 0.519 -3.161
C 4.768 0.553 -0.642
C 4.038 0.867 0.580
C 3.978 0.630 -1.766
C 2.729 1.271 0.351
C -1.884 3.989 0.111
C -3.034 3.203 -0.046
C -0.669 3.420 0.421
C -2.935 1.830 0.056
C -0.606 2.043 0.650
C -1.722 1.288 0.438
N 3.695 0.401 -4.330
N -2.309 -2.998 0.862
N 0.418 1.190 1.014
C -2.422 -4.476 0.979
C 1.752 1.638 1.436
C -2.083 -2.241 2.111
C -1.537 -2.562 -0.313
C 0.011 -0.181 1.106
C -2.347 -0.746 1.847
C -1.715 -1.037 -0.544
C -1.443 -0.187 0.718
H 2.064 -0.731 -4.282
H 5.865 0.366 -0.675
H 4.473 0.791 1.586
H -2.001 5.063 0.014
H -3.975 3.687 -0.315
H 0.227 4.044 0.570
H -3.804 1.169 -0.127
H 4.240 0.337 -5.150
H -3.069 -4.752 1.852
H -2.898 -4.819 0.072
H -1.478 -4.949 1.093
H 1.704 2.726 1.579
H 2.003 1.209 2.387
H -1.066 -2.425 2.458
H -2.815 -2.611 2.850
H -0.458 -2.806 -0.149
H -1.888 -3.090 -1.202
H 0.171 -0.562 2.101
H 0.633 -0.810 0.436
H -3.412 -0.575 1.557
H -2.186 -0.183 2.763
H -2.741 -0.848 -0.858
H -1.060 -0.720 -1.360
*
```

## Properties
Calculated total energy (hartree): -1450.66951
Gap between HOMO and LUMO (Ha): 0.287
Energy relative to the best compared isomer or geometry (same formula, charge and spin) (kcal/mol): 99.8
SMILES: CN1CCC2(CC1)CN(Cc1ccc(C(=O)NO)s1)c1ccccc12

No. 2
The molecule C19H23N3O3, computed with wB97M-V/def2-TZVPD.

The geometry in ORCA input format:
```
! wB97M-V def2-TZVPD RIJCOSX def2/J DEFGRID3
* xyz 0 1
C -5.499 0.351 -0.009
C -4.184 -0.367 -0.073
C -4.089 -1.617 -0.669
C -2.891 -2.304 -0.718
C -1.742 -1.769 -0.154
C -1.825 -0.517 0.442
C -3.022 0.182 0.474
O -3.059 1.427 1.107
C -3.072 2.530 0.227
C -1.680 2.896 -0.276
O -1.452 3.396 -1.361
N -0.714 2.683 0.641
N 0.632 2.820 0.280
C 1.449 1.724 0.531
O 1.097 0.850 1.296
N 2.653 1.812 -0.099
C 3.735 0.923 -0.035
C 3.697 -0.263 0.690
C 4.799 -1.099 0.692
C 5.940 -0.770 -0.019
C 5.978 0.412 -0.740
C 4.883 1.255 -0.751
H 4.915 2.176 -1.316
H 6.863 0.681 -1.298
H 6.796 -1.428 -0.012
H 4.761 -2.018 1.257
H 2.815 -0.523 1.247
H 2.810 2.627 -0.676
H 0.687 3.313 -0.607
H -0.878 2.101 1.456
H -3.470 3.378 0.795
H -3.712 2.359 -0.645
H -0.950 -0.085 0.898
C -0.429 -2.510 -0.210
C 0.182 -2.670 1.183
H 0.460 -1.703 1.592
H -0.528 -3.142 1.858
H 1.075 -3.290 1.128
C 0.548 -1.779 -1.135
H 0.790 -0.802 -0.727
H 0.112 -1.645 -2.123
H 1.471 -2.345 -1.235
H -0.618 -3.506 -0.625
H -2.853 -3.275 -1.193
H -4.977 -2.059 -1.097
H -6.309 -0.362 0.128
H -5.688 0.896 -0.934
H -5.508 1.057 0.818
*
```

## Properties
Calculated total energy (hartree): -1127.82769
Gap between HOMO and LUMO (Ha): 0.340
Energy relative to the best compared isomer or geometry (same formula, charge and spin) (kcal/mol): 45.8
SMILES: Cc1ccc(C(C)C)cc1OCC(=O)NNC(=O)Nc1ccccc1

No. 3
The molecule C19H23N3O3S at a distorted geometry, computed with wB97M-V/def2-TZVPD.

The geometry in ORCA input format:
```
! wB97M-V def2-TZVPD RIJCOSX def2/J DEFGRID3
* xyz 0 1
O -1.876 -2.750 0.837
C -1.080 -1.981 0.340
N -1.443 -0.909 -0.393
H -0.738 -0.269 -0.726
C -2.822 -0.527 -0.583
H -2.998 -0.316 -1.642
H -3.431 -1.382 -0.283
C -3.196 0.701 0.261
C -4.644 1.041 0.058
C -5.027 2.004 -0.866
C -6.365 2.286 -1.077
C -7.338 1.604 -0.368
C -6.966 0.639 0.553
C -5.628 0.359 0.763
H -5.340 -0.394 1.482
H -7.722 0.103 1.110
H -8.383 1.823 -0.531
H -6.649 3.040 -1.796
H -4.271 2.541 -1.422
H -2.564 1.543 -0.029
H -3.008 0.469 1.312
C 0.432 -2.166 0.478
C 1.051 -0.981 1.232
C 2.577 -1.077 1.238
N 3.131 -1.266 -0.087
S 3.113 0.116 -1.043
O 3.540 -0.269 -2.354
O 1.889 0.868 -0.933
C 4.427 1.040 -0.257
C 5.722 0.562 -0.354
C 6.732 1.280 0.265
C 6.384 2.438 0.951
N 5.146 2.892 1.040
C 4.184 2.210 0.443
H 3.180 2.603 0.518
H 7.132 3.034 1.455
H 7.759 0.955 0.218
H 5.909 -0.343 -0.910
C 2.602 -2.441 -0.755
C 1.085 -2.350 -0.898
H 0.698 -3.254 -1.371
H 0.863 -1.499 -1.545
H 2.891 -3.318 -0.168
H 3.079 -2.488 -1.734
H 2.907 -1.923 1.850
H 3.013 -0.162 1.647
H 0.775 -0.043 0.751
H 0.682 -0.965 2.259
H 0.586 -3.079 1.063
*
```

## Properties
Calculated total energy (hartree): -1526.00432
Gap between HOMO and LUMO (Ha): 0.339
Energy relative to the best compared isomer or geometry (same formula, charge and spin) (kcal/mol): 46.4
SMILES: O=C(NCCc1ccccc1)C1CCN(S(=O)(=O)c2cccnc2)CC1

No. 4
The molecule C19H23N3O3S2 at a distorted geometry, computed with wB97M-V/def2-TZVPD.

The geometry in ORCA input format:
```
! wB97M-V def2-TZVPD RIJCOSX def2/J DEFGRID3
* xyz 0 1
C -5.074 5.743 -0.761
H -5.933 6.552 -0.680
H -4.842 5.773 -1.933
H -4.143 6.275 -0.244
C -5.231 4.555 -0.032
C -4.107 3.444 -0.217
O -4.017 2.537 -1.050
N -3.072 3.786 0.606
C -1.817 3.147 0.760
N -1.626 2.244 -0.087
C -0.469 1.325 -0.503
C 0.790 1.434 0.388
C 1.801 0.746 0.370
C 1.616 -0.272 -0.940
C 0.646 -0.204 -1.685
C -0.555 0.406 -1.347
H -1.447 0.532 -1.869
H 0.518 -1.039 -2.445
S 3.003 -1.219 -1.374
O 4.012 -1.238 -0.295
O 3.486 -1.105 -2.640
N 2.260 -3.024 -1.201
C 2.877 -3.927 -2.015
H 3.152 -3.590 -2.868
H 3.953 -4.148 -1.626
H 2.139 -4.593 -2.135
C 1.809 -3.131 0.357
C 2.837 -3.654 0.961
C 3.232 -5.133 1.163
C 4.181 -5.481 1.989
C 4.886 -4.566 2.700
C 4.582 -3.194 2.868
C 3.427 -2.809 1.989
H 3.206 -1.752 2.185
H 4.968 -2.596 3.623
H 5.581 -4.975 3.276
H 4.649 -6.362 1.865
H 2.574 -5.886 0.459
H 1.325 -2.303 0.538
H 1.033 -4.107 -0.067
H 2.453 0.595 0.920
H 0.630 1.851 1.315
H -2.298 1.986 -0.773
S -1.003 3.606 2.235
H -3.241 4.374 1.299
C -6.628 3.911 -0.842
H -7.464 4.499 -0.734
H -6.392 3.692 -1.793
H -6.756 2.909 -0.548
H -5.512 4.385 0.840
*
```

## Properties
Calculated total energy (hartree): -1923.60766
Gap between HOMO and LUMO (Ha): 0.285
Energy relative to the best compared isomer or geometry (same formula, charge and spin) (kcal/mol): 373.1
SMILES: CC(C)C(=O)NC(=S)Nc1ccc(S(=O)(=O)N(C)Cc2ccccc2)cc1